[1]
Density functional theory data (ωB97M-V/def2-TZVPD) for C8H9Cl4F as an isolated structure in a non-equilibrium geometry.

Last column: natural (NBO) charge in e.
Atoms and positions in Å:
1 C -1.659 0.443 0.557  -0.49
2 Cl -1.579 1.822 1.662  -0.03
3 Cl -3.112 -0.445 0.901  0.00
4 H -1.632 0.783 -0.478  0.23
5 H -0.779 -0.189 0.675  0.24
6 C -0.625 -2.005 -1.065  -0.39
7 Cl -1.915 -0.984 -1.731  0.00
8 Cl -0.780 -1.968 0.720  0.01
9 H -0.737 -3.050 -1.353  0.23
10 H 0.399 -1.718 -1.304  0.23
11 F -0.322 2.489 -1.278  -0.33
12 C 0.418 1.563 -0.609  0.38
13 C 0.728 1.800 0.723  -0.27
14 C 1.347 0.836 1.457  -0.22
15 C 1.680 -0.400 0.871  -0.21
16 C 1.482 -0.556 -0.492  -0.23
17 C 0.812 0.394 -1.217  -0.31
18 H 0.282 2.650 1.219  0.26
19 H 1.442 0.913 2.530  0.23
20 H 2.124 -1.188 1.462  0.23
21 H 1.787 -1.474 -0.971  0.21
22 H 0.640 0.284 -2.278  0.24

Values from the calculation:
HOMO level, eV: -9.037
E_LUMO, Eh: 0.019
Energy above the lowest of the compared OMol25 structures with the same formula, charge and spin, kJ/mol: 373.5

=====

[2]
Density functional theory data (ωB97M-V/def2-TZVPD) for C42H68N2OPPdS2Si3 as an isolated structure in a non-equilibrium geometry.

Last column: Mulliken charge in e.
Atoms and positions in Å:
1 Pd 0.290 -0.982 0.927  2.72
2 C 0.388 -0.776 4.433  -1.11
3 O 0.082 -1.377 3.194  0.06
4 Si -1.210 -2.437 3.044  0.82
5 C -2.772 -1.743 3.898  -1.37
6 C -0.786 -4.028 4.013  -1.44
7 C -1.236 -2.550 1.127  -0.37
8 Si -0.125 -3.944 0.405  0.61
9 C 1.599 -3.713 1.196  -0.33
10 C 0.180 -4.007 -1.482  -1.20
11 C -0.787 -5.680 0.831  -1.30
12 Si -2.943 -2.279 0.310  0.64
13 C -3.074 -2.554 -1.579  -1.18
14 C -4.126 -3.549 1.113  -1.31
15 C -3.643 -0.522 0.634  -0.91
16 H 0.123 -1.439 5.255  0.40
17 H -0.163 0.160 4.540  0.32
18 H 1.457 -0.570 4.477  0.07
19 H -2.541 -1.368 4.893  0.46
20 H -3.494 -2.544 4.023  0.37
21 H -3.261 -0.943 3.354  0.26
22 H -0.672 -3.819 5.075  0.42
23 H 0.127 -4.513 3.682  0.36
24 H -1.597 -4.741 3.911  0.40
25 H 1.979 -2.726 0.910  -0.65
26 H 2.311 -4.458 0.857  0.77
27 H 1.567 -3.762 2.280  0.20
28 H 0.554 -3.076 -1.895  0.15
29 H -0.718 -4.276 -2.024  0.38
30 H 0.922 -4.775 -1.685  0.50
31 H -0.723 -5.914 1.885  0.36
32 H -0.188 -6.409 0.297  0.41
33 H -1.815 -5.814 0.520  0.34
34 H -3.037 -3.609 -1.824  0.48
35 H -2.300 -2.051 -2.146  0.18
36 H -4.033 -2.174 -1.922  0.39
37 H -3.649 -4.507 1.293  0.29
38 H -4.973 -3.717 0.458  0.44
39 H -4.510 -3.188 2.058  0.38
40 H -3.066 0.019 1.381  -0.11
41 H -4.675 -0.578 0.971  0.81
42 H -3.630 0.071 -0.276  0.15
43 S -0.097 -0.665 -1.326  -0.46
44 C -1.092 0.716 -1.557  -0.94
45 N -1.699 0.874 -2.762  0.35
46 C -2.532 2.038 -2.957  -0.83
47 C -1.898 3.225 -2.237  -0.80
48 N -1.773 2.900 -0.837  0.20
49 C -2.359 3.804 0.136  -1.14
50 C -3.853 3.883 -0.066  0.37
51 C -4.419 4.922 -0.794  -0.37
52 C -5.778 4.928 -1.063  -0.75
53 C -6.581 3.893 -0.609  -0.48
54 C -6.025 2.866 0.138  -0.84
55 C -4.668 2.865 0.408  0.07
56 C -1.277 1.674 -0.535  0.08
57 S -0.818 1.316 1.073  -0.55
58 C -1.353 0.119 -3.948  -1.20
59 C -0.531 0.955 -4.900  0.26
60 C -0.969 1.232 -6.188  -0.33
61 C -0.200 2.018 -7.032  -0.64
62 C 1.001 2.545 -6.590  -0.55
63 C 1.443 2.270 -5.305  -0.67
64 C 0.681 1.478 -4.467  0.27
65 H -3.531 1.858 -2.542  0.38
66 H -2.615 2.233 -4.027  0.52
67 H -2.512 4.118 -2.353  0.47
68 H -0.903 3.410 -2.663  0.39
69 H -1.905 4.793 0.014  0.55
70 H -2.118 3.423 1.130  0.45
71 H -3.804 5.744 -1.134  0.49
72 H -6.210 5.740 -1.626  0.41
73 H -7.639 3.897 -0.819  0.41
74 H -6.649 2.068 0.511  0.44
75 H -4.235 2.076 1.004  0.48
76 H -2.282 -0.203 -4.429  0.41
77 H -0.787 -0.766 -3.646  0.50
78 H -1.907 0.824 -6.537  0.44
79 H -0.542 2.216 -8.037  0.40
80 H 1.595 3.163 -7.247  0.41
81 H 2.386 2.670 -4.961  0.45
82 H 1.022 1.248 -3.469  0.22
83 C 3.806 -1.437 3.037  -1.63
84 C 4.425 -0.981 1.709  2.30
85 C 4.812 -2.195 0.864  -1.67
86 C 5.693 -0.196 2.044  -2.05
87 P 3.013 -0.018 0.852  0.11
88 C 3.040 1.522 1.858  0.81
89 C 4.056 2.473 1.927  -0.21
90 C 3.943 3.556 2.781  -0.86
91 C 2.824 3.710 3.584  -0.93
92 C 1.805 2.776 3.522  -0.83
93 C 1.921 1.696 2.667  0.27
94 C 3.592 0.518 -0.886  2.13
95 C 5.053 0.919 -1.076  -1.88
96 C 3.310 -0.649 -1.839  -1.86
97 C 2.681 1.703 -1.225  -1.99
98 H 4.494 -2.092 3.569  0.64
99 H 2.874 -1.976 2.879  0.06
100 H 3.604 -0.574 3.672  0.26
101 H 5.329 -2.922 1.488  0.55
102 H 5.485 -1.918 0.056  0.33
103 H 3.944 -2.681 0.430  0.15
104 H 6.430 -0.892 2.447  0.61
105 H 5.508 0.563 2.799  0.38
106 H 6.139 0.278 1.178  0.27
107 H 4.948 2.381 1.328  0.24
108 H 4.741 4.284 2.823  0.49
109 H 2.750 4.553 4.253  0.42
110 H 0.922 2.889 4.135  0.53
111 H 1.126 0.962 2.610  -0.58
112 H 5.725 0.096 -0.848  0.38
113 H 5.328 1.783 -0.480  0.25
114 H 5.210 1.183 -2.122  0.54
115 H 4.068 -1.424 -1.748  0.38
116 H 3.323 -0.295 -2.868  0.46
117 H 2.337 -1.099 -1.647  0.13
118 H 2.902 2.568 -0.598  0.27
119 H 1.634 1.431 -1.066  0.46
120 H 2.812 1.997 -2.265  0.30

Values from the calculation:
HOMO level (alpha / beta), eV: -9.722 / -9.750
E_LUMO (alpha / beta), Eh: -0.157 / -0.158
Total charge: +1